{
  "formula": "C52H104O19S6",
  "method": "ωB97M-V/def2-TZVPD",
  "symbols": ["C", "C", "C", "S", "O", "O", "C", "H", "H", "H", "H", "H", "H", "H", "H", "C", "C", "C", "S", "O", "O", "C", "H", "H", "H", "H", "H", "H", "H", "H", "C", "C", "C", "S", "O", "O", "C", "H", "H", "H", "H", "H", "H", "H", "H", "C", "C", "C", "S", "O", "O", "C", "H", "H", "H", "H", "H", "H", "H", "H", "C", "C", "C", "S", "O", "O", "C", "H", "H", "H", "H", "H", "H", "H", "H", "C", "C", "C", "S", "O", "O", "C", "H", "H", "H", "H", "H", "H", "H", "H", "C", "C", "C", "O", "C", "H", "H", "H", "H", "H", "H", "H", "H", "C", "C", "C", "O", "C", "H", "H", "H", "H", "H", "H", "H", "H", "C", "C", "C", "O", "C", "H", "H", "H", "H", "H", "H", "H", "H", "C", "C", "C", "O", "C", "H", "H", "H", "H", "H", "H", "H", "H", "C", "C", "C", "O", "C", "H", "H", "H", "H", "H", "H", "H", "H", "C", "C", "C", "O", "C", "H", "H", "H", "H", "H", "H", "H", "H", "C", "C", "C", "O", "C", "H", "H", "H", "H", "H", "H", "H", "H"],
  "coordinates": [[1.899, 1.062, 5.518], [1.456, 0.325, 4.231], [-0.118, 0.550, 4.101], [-0.726, 0.698, 5.835], [-1.311, -0.587, 6.219], [-1.425, 1.938, 6.097], [0.886, 0.877, 6.582], [1.953, 2.132, 5.292], [2.906, 0.759, 5.775], [1.681, -0.733, 4.221], [1.899, 0.802, 3.344], [-0.611, -0.288, 3.619], [-0.183, 1.503, 3.534], [0.883, -0.048, 7.165], [0.718, 1.650, 7.310], [4.554, -2.658, -2.433], [4.382, -2.725, -3.969], [4.365, -1.264, -4.507], [3.813, -0.292, -3.150], [2.508, 0.315, -3.480], [4.903, 0.565, -2.657], [3.499, -1.643, -2.037], [5.547, -2.219, -2.092], [4.390, -3.550, -1.880], [3.418, -3.149, -4.192], [5.186, -3.251, -4.466], [3.624, -1.098, -5.281], [5.320, -0.957, -4.898], [2.521, -2.006, -2.393], [3.486, -1.244, -1.068], [-5.173, 1.089, 2.151], [-4.318, 1.179, 3.396], [-3.223, 2.186, 3.075], [-4.141, 3.405, 2.125], [-3.470, 3.528, 0.829], [-4.527, 4.604, 2.825], [-5.649, 2.504, 1.797], [-5.983, 0.317, 2.258], [-4.470, 0.727, 1.397], [-3.900, 0.211, 3.685], [-4.922, 1.526, 4.245], [-2.457, 1.702, 2.464], [-2.833, 2.753, 3.906], [-5.935, 2.843, 0.804], [-6.348, 2.867, 2.535], [4.191, 3.724, -1.242], [2.793, 3.157, -0.877], [1.916, 3.378, -2.113], [2.340, 4.992, -2.619], [1.736, 5.899, -1.672], [1.930, 5.210, -3.999], [4.054, 4.828, -2.288], [4.803, 2.972, -1.686], [4.644, 4.068, -0.311], [2.471, 3.772, -0.044], [2.746, 2.082, -0.596], [0.872, 3.288, -1.920], [2.218, 2.603, -2.870], [4.359, 5.839, -1.969], [4.670, 4.718, -3.205], [-1.212, 0.280, -6.239], [-2.209, -0.558, -5.358], [-1.523, -1.883, -4.961], [0.188, -1.748, -5.419], [0.427, -2.454, -6.656], [1.029, -2.014, -4.263], [0.183, -0.027, -5.696], [-1.501, 1.331, -6.292], [-1.270, 0.071, -7.306], [-3.200, -0.634, -5.805], [-2.404, 0.020, -4.444], [-2.014, -2.732, -5.490], [-1.534, -2.213, -3.921], [0.937, 0.014, -6.458], [0.444, 0.526, -4.775], [-0.467, 4.563, 0.862], [0.258, 5.846, 1.157], [1.376, 5.586, 2.161], [1.008, 3.937, 2.879], [0.967, 4.062, 4.320], [1.828, 2.868, 2.299], [-0.623, 3.839, 2.171], [0.209, 3.904, 0.294], [-1.388, 4.644, 0.344], [-0.430, 6.500, 1.662], [0.575, 6.359, 0.254], [1.364, 6.244, 2.997], [2.368, 5.641, 1.689], [-1.285, 4.463, 2.749], [-0.838, 2.744, 2.129], [2.605, -4.069, 2.007], [1.097, -3.815, 2.026], [1.071, -2.372, 1.369], [2.324, -1.772, 1.581], [3.177, -2.678, 2.264], [2.992, -4.449, 1.027], [2.998, -4.826, 2.756], [0.737, -3.814, 3.022], [0.503, -4.577, 1.438], [0.307, -1.668, 1.806], [0.927, -2.441, 0.268], [3.225, -2.346, 3.308], [4.212, -2.576, 1.945], [5.795, 1.549, 3.399], [4.855, 1.542, 2.110], [5.564, 0.479, 1.318], [6.025, -0.518, 2.177], [5.959, 0.015, 3.466], [5.422, 1.959, 4.344], [6.832, 2.019, 3.248], [4.793, 2.570, 1.679], [3.868, 1.201, 2.433], [6.442, 0.938, 0.812], [4.911, 0.038, 0.570], [6.788, -0.369, 4.115], [5.012, -0.305, 3.979], [-4.560, 3.698, -2.671], [-3.430, 2.690, -2.395], [-2.196, 3.610, -2.263], [-2.639, 4.954, -2.318], [-4.031, 5.048, -2.090], [-5.530, 3.363, -2.276], [-4.738, 3.735, -3.724], [-3.295, 1.965, -3.196], [-3.619, 2.145, -1.442], [-1.549, 3.566, -3.169], [-1.589, 3.307, -1.444], [-4.321, 5.935, -2.642], [-4.323, 5.132, -1.064], [0.023, -5.150, -1.360], [1.432, -4.593, -1.724], [2.295, -5.920, -1.676], [1.305, -6.941, -2.063], [0.246, -6.621, -1.208], [-0.716, -5.005, -2.132], [-0.212, -4.666, -0.428], [1.832, -3.847, -1.030], [1.477, -4.197, -2.733], [2.680, -6.161, -0.700], [3.064, -5.915, -2.484], [0.492, -6.994, -0.165], [-0.633, -7.196, -1.471], [-5.296, -3.587, -1.459], [-5.753, -2.158, -1.851], [-4.541, -1.595, -2.614], [-3.423, -2.384, -2.208], [-3.785, -3.445, -1.325], [-5.626, -4.234, -2.321], [-5.757, -3.914, -0.496], [-5.878, -1.571, -0.945], [-6.603, -2.043, -2.481], [-4.314, -0.549, -2.383], [-4.667, -1.729, -3.688], [-3.486, -3.231, -0.260], [-3.280, -4.278, -1.708], [-3.479, -3.283, 3.658], [-3.363, -4.682, 3.155], [-2.032, -4.677, 2.435], [-1.930, -3.392, 1.842], [-2.455, -2.450, 2.764], [-3.334, -3.136, 4.736], [-4.543, -2.911, 3.589], [-4.190, -4.909, 2.474], [-3.281, -5.511, 3.868], [-1.851, -5.514, 1.734], [-1.237, -4.805, 3.227], [-2.898, -1.585, 2.265], [-1.700, -2.089, 3.449], [0.146, 0.641, -1.331], [-0.953, -0.428, -1.557], [-1.866, -0.362, -0.266], [-1.222, 0.428, 0.663], [0.181, 0.691, 0.215], [-0.152, 1.620, -1.757], [1.044, 0.322, -1.841], [-0.463, -1.440, -1.609], [-1.462, -0.276, -2.514], [-1.893, -1.416, 0.020], [-2.847, 0.010, -0.471], [0.823, -0.101, 0.554], [0.381, 1.701, 0.536]],
  "e_tot_ha": -5862.17627,
  "orbital_gap_ev": 9.625
}